No. 1
# C5H6N2S2

2 unconnected molecules or ions with the total composition C5H6N2S2 in a non-equilibrium geometry (the ωB97M-V functional and the def2-TZVPD basis, the Open Molecules 2025 dataset).

For the orbital gap (alpha / beta), the calculation gives 7.47 / 7.47 eV. For the relative energy (zero: lowest compared OMol25 entry of this formula, charge and spin), the calculation gives 81.7 kcal per mole. The value obtained for the LUMO energy (alpha / beta) is -1.4 / -0.9 eV. Its molar mass is 158.25 g/mol. The value obtained for the HOMO energy (alpha / beta) is -8.8 / -8.4 eV.

The geometry in ORCA input format:
```
! RIJCOSX wB97M-V def2-TZVPD def2/J DEFGRID3
* xyz 0 1
C -2.4479 0.1808 0.1002
C -0.3291 -0.0974 -0.1504
C -0.5237 0.5856 0.9853
C 1.5963 -1.1892 -1.8562
C 0.4647 1.2020 1.9938
N -1.9241 0.7799 1.1214
N -1.5587 -0.2861 -0.7580
S 1.6813 -0.4347 -3.2604
S 2.5852 -2.1822 -1.0491
H -3.5273 0.1940 -0.0792
H 1.4451 1.0701 1.5516
H 0.3353 2.3270 2.1211
H 0.2237 0.6279 2.8761
H -1.7416 -0.8178 -1.6962
H 3.7208 -1.9600 -1.8999
*
```

---

No. 2
# C6H10O3

2 unconnected molecules or ions with the total composition C6H10O3 in a non-equilibrium geometry (the ωB97M-V functional and the def2-TZVPD basis, the Open Molecules 2025 dataset).

For the orbital gap, the calculation gives 10.26 eV. For the relative energy (zero: lowest compared OMol25 entry of this formula, charge and spin), the calculation gives 41.6 kcal per mole. The value obtained for the LUMO energy is 0.9 eV. Its molar mass is 130.14 g/mol. The value obtained for the HOMO energy is -9.4 eV.

The geometry in ORCA input format:
```
! RIJCOSX wB97M-V def2-TZVPD def2/J DEFGRID3
* xyz 0 1
C 1.1826 -0.2292 0.3165
C 0.6648 0.9443 -0.4960
C -2.7649 0.0284 -1.5506
C 2.5298 0.0535 0.9513
C -1.6435 0.3793 -0.6114
C -0.3464 -1.3291 2.1355
O -0.5069 0.6053 -1.2714
O -1.6832 0.1974 0.5872
O -0.1898 -2.4593 2.0361
H 1.2371 -1.1163 -0.3242
H 1.3931 1.2752 -1.2415
H 0.3796 1.7575 0.1813
H 0.2504 -0.2943 1.2679
H -2.6820 0.6066 -2.4686
H -2.7045 -1.0297 -1.8054
H -3.7192 0.2279 -1.0711
H 3.3031 0.2273 0.1993
H 2.8227 -0.7862 1.5814
H 2.4770 0.9415 1.5838
*
```

---

No. 3
# C27H60BO6P

4 unconnected molecules or ions with the total composition C27H60BO6P (the ωB97M-V functional and the def2-TZVPD basis, the Open Molecules 2025 dataset).

For the orbital gap, the calculation gives 8.69 eV. For the relative energy (zero: lowest compared OMol25 entry of this formula, charge and spin), the calculation gives 0.0 kcal per mole. The value obtained for the LUMO energy is 0.0 eV. Its molar mass is 522.56 g/mol. The value obtained for the HOMO energy is -8.7 eV. The SMILES is CCP(C)[C@H](CCOC=O)OC(=O)CB(O)O.CCCCCC.CCCCCC.CCCCCC.

The geometry in ORCA input format:
```
! RIJCOSX wB97M-V def2-TZVPD def2/J DEFGRID3
* xyz 0 1
C 3.5649 -2.5255 0.3499
C 4.0566 -1.1682 0.8734
P 3.0839 0.2236 0.1377
C 2.1130 0.7901 1.5744
C 4.3924 1.5102 -0.1858
C 4.9756 2.2900 0.9933
C 6.2871 1.6939 1.4543
O 6.7288 2.4346 2.6031
C 7.9237 2.0041 3.0863
O 8.9296 2.6274 3.0090
O 3.9031 2.5023 -1.1094
C 3.1338 2.0920 -2.1695
O 2.0263 2.5167 -2.2944
C 3.7924 1.1918 -3.1939
B 5.3090 1.4669 -3.5780
O 5.6607 1.6586 -4.9069
O 6.2893 1.5253 -2.6208
H 2.4819 -2.5279 0.2136
H 3.8394 -3.3242 1.0401
H 4.0232 -2.7543 -0.6134
H 3.9416 -1.1372 1.9615
H 5.1239 -1.0454 0.6775
H 2.7133 1.1261 2.4218
H 1.5566 -0.0874 1.9154
H 1.3794 1.5430 1.2906
H 5.2102 0.9469 -0.6517
H 4.2877 2.3346 1.8378
H 5.1413 3.3163 0.6642
H 7.0374 1.7715 0.6627
H 6.1526 0.6419 1.7344
H 7.8556 1.0267 3.5964
H 3.1786 1.2655 -4.0899
H 3.7201 0.1586 -2.8291
H 5.6975 0.8735 -5.4565
H 7.1226 1.1798 -2.9568
C 1.6130 -1.3869 4.8581
C 0.2225 -1.6065 4.2697
C -0.8549 -0.7288 4.9039
C -1.0741 -0.9634 6.3998
C -1.4369 -2.3992 6.7767
C -2.7411 -2.8819 6.1503
H 1.6496 -1.6450 5.9173
H 2.3512 -2.0067 4.3451
H 1.9197 -0.3433 4.7547
H -0.0500 -2.6617 4.3575
H 0.2520 -1.3930 3.1974
H -1.7956 -0.8791 4.3675
H -0.5891 0.3225 4.7525
H -1.8709 -0.2953 6.7412
H -0.1784 -0.6668 6.9523
H -1.5194 -2.4602 7.8649
H -0.6250 -3.0766 6.4973
H -3.5729 -2.2349 6.4373
H -2.9801 -3.8951 6.4758
H -2.6865 -2.8936 5.0606
C 1.2765 -2.3222 -3.7304
C 0.2976 -1.1812 -3.4700
C -0.0108 -0.9798 -1.9881
C -0.6777 -2.1693 -1.2948
C -1.9991 -2.6189 -1.9163
C -3.0756 -1.5395 -1.8870
H 0.8749 -3.2836 -3.4055
H 1.5084 -2.4083 -4.7933
H 2.2146 -2.1548 -3.1934
H -0.6240 -1.3530 -4.0340
H 0.7209 -0.2503 -3.8572
H -0.6343 -0.0889 -1.8743
H 0.9268 -0.7572 -1.4720
H -0.8534 -1.9035 -0.2461
H 0.0123 -3.0188 -1.2763
H -2.3589 -3.4983 -1.3753
H -1.8355 -2.9442 -2.9477
H -3.2734 -1.2165 -0.8620
H -4.0131 -1.9080 -2.3068
H -2.7818 -0.6615 -2.4650
C -9.0863 1.7310 -3.3167
C -8.0635 2.8622 -3.2902
C -6.7619 2.5244 -4.0158
C -5.9895 1.3404 -3.4306
C -5.6128 1.4844 -1.9571
C -4.6931 2.6684 -1.6764
H -8.7151 0.8395 -2.8089
H -10.0115 2.0279 -2.8210
H -9.3321 1.4535 -4.3442
H -7.8531 3.1399 -2.2537
H -8.5001 3.7486 -3.7579
H -6.1210 3.4101 -4.0258
H -6.9877 2.3066 -5.0647
H -5.0754 1.1990 -4.0165
H -6.5718 0.4237 -3.5599
H -5.1140 0.5657 -1.6382
H -6.5146 1.5682 -1.3439
H -3.7712 2.5914 -2.2573
H -4.4177 2.7080 -0.6215
H -5.1683 3.6186 -1.9251
*
```

---

No. 4
# C23H49BrN4O5

C23H49BrN4O5 in the gas phase in a non-equilibrium geometry (the ωB97M-V functional and the def2-TZVPD basis, the Open Molecules 2025 dataset).

For the orbital gap, the calculation gives 8.99 eV. The value obtained for the LUMO energy is 0.5 eV. Its molar mass is 541.57 g/mol. The value obtained for the HOMO energy is -8.5 eV. The SMILES is CCCN[C@@](OCCNC[C@@H](C)O)(O[C@@H](CC=O)CCCO)[C@@](C)(CCCN)N[C@@H](Br)CC.

The geometry in ORCA input format:
```
! RIJCOSX wB97M-V def2-TZVPD def2/J DEFGRID3
* xyz 0 1
C -1.9077 1.7199 -3.8160
C -1.8371 0.9845 -2.4814
C -0.6486 0.0286 -2.4442
N -0.6071 -0.8024 -1.2494
C 0.3881 -0.9795 -0.2401
O 0.6773 0.1782 0.5317
C 0.4116 1.4932 0.0973
C -0.9330 2.0045 0.5874
N -1.1686 3.3320 0.0552
C -2.0180 4.1950 0.8476
C -3.5432 3.8894 0.6943
C -4.3711 5.1484 0.3815
O -3.7585 2.9153 -0.3314
O -0.1142 -1.9384 0.6893
C -1.0775 -1.5295 1.6636
C -2.1101 -2.6616 1.7919
C -2.3889 -3.2222 0.4238
O -3.1849 -2.7369 -0.3110
C -0.3998 -1.1989 2.9860
C -1.3545 -0.5252 3.9724
C -0.6480 0.0877 5.1690
O 0.3615 0.9709 4.6921
C 1.7545 -1.6284 -0.7175
C 1.5684 -3.1438 -0.8934
C 2.2910 -1.0223 -2.0207
C 1.7296 -1.5961 -3.3235
C 2.0397 -0.6878 -4.5024
N 1.6288 -1.3173 -5.7576
N 2.7039 -1.3518 0.3834
C 4.0673 -1.7149 0.2891
Br 5.2147 -0.1352 -0.2516
C 4.5992 -2.2212 1.6189
C 4.5013 -1.2188 2.7807
H -2.2307 1.0593 -4.6253
H -0.9280 2.1238 -4.0949
H -2.6006 2.5611 -3.7619
H -1.7781 1.7150 -1.6696
H -2.7512 0.3965 -2.3348
H 0.2781 0.5953 -2.5537
H -0.7131 -0.6057 -3.3410
H -1.5214 -1.1017 -0.9485
H 1.2074 2.1173 0.5228
H 0.4865 1.5921 -0.9867
H -1.7240 1.3335 0.2331
H -0.9425 1.9788 1.6903
H -0.2954 3.7945 -0.1616
H -1.7692 4.1185 1.9200
H -1.8198 5.2259 0.5488
H -3.8924 3.4743 1.6454
H -5.0147 5.4305 1.2180
H -5.0086 4.9453 -0.4798
H -3.7450 6.0096 0.1400
H -4.2328 2.1636 0.0392
H -1.6099 -0.6387 1.3147
H -1.7433 -3.4449 2.4625
H -3.0472 -2.2583 2.1835
H -1.8102 -4.1056 0.1118
H -0.0206 -2.1341 3.4216
H 0.4471 -0.5462 2.7841
H -1.9332 0.2522 3.4602
H -2.0752 -1.2576 4.3565
H -1.3770 0.6467 5.7693
H -0.2185 -0.6990 5.8021
H 0.8945 1.2788 5.4341
H 1.5233 -3.6397 0.0761
H 0.6551 -3.3771 -1.4449
H 2.4116 -3.5605 -1.4523
H 2.1769 0.0688 -1.9972
H 3.3691 -1.1780 -2.0405
H 2.1828 -2.5712 -3.5285
H 0.6523 -1.7679 -3.2542
H 1.5661 0.2926 -4.3413
H 3.1225 -0.5221 -4.5362
H 1.5821 -0.6419 -6.5110
H 0.7005 -1.7155 -5.6635
H 2.3100 -1.7485 1.2303
H 4.3092 -2.4195 -0.5091
H 4.0100 -3.1172 1.8548
H 5.6243 -2.5632 1.4691
H 3.8059 -1.5586 3.5512
H 5.4701 -1.0679 3.2574
H 4.1507 -0.2485 2.4247
*
```

---

No. 5
# C5H9NO

A molecular structure, C5H9NO in a non-equilibrium geometry (the ωB97M-V functional and the def2-TZVPD basis, the Open Molecules 2025 dataset).

For the orbital gap, the calculation gives 9.54 eV. For the relative energy (zero: lowest compared OMol25 entry of this formula, charge and spin), the calculation gives 88.2 kcal per mole. The value obtained for the LUMO energy is 0.1 eV. Its molar mass is 99.13 g/mol. The value obtained for the HOMO energy is -9.5 eV.

The geometry in ORCA input format:
```
! RIJCOSX wB97M-V def2-TZVPD def2/J DEFGRID3
* xyz 0 1
C -0.1672 -1.4959 0.4887
C -0.1089 -0.0402 0.0580
C -0.9219 0.8824 0.9545
C 1.2941 0.4977 -0.1707
N 0.6412 0.6601 -1.9832
C -0.4822 0.1214 -1.4000
O -1.5446 -0.0496 -1.9574
H -1.2040 -1.8391 0.4304
H 0.1921 -1.6194 1.5155
H 0.4331 -2.1284 -0.1762
H -0.5769 0.8132 1.9924
H -1.9753 0.5971 0.9079
H -0.8363 1.9248 0.6263
H 1.5500 1.4844 0.2089
H 2.1066 -0.2242 0.0251
H 1.6003 0.4156 -1.5203
*
```

---

No. 6
# C5H16N2O

A molecular structure, C5H16N2O in a non-equilibrium geometry (the ωB97M-V functional and the def2-TZVPD basis, the Open Molecules 2025 dataset).

For the orbital gap, the calculation gives 7.75 eV. For the relative energy (zero: lowest compared OMol25 entry of this formula, charge and spin), the calculation gives 86.6 kcal per mole. The value obtained for the LUMO energy is 0.7 eV. Its molar mass is 120.20 g/mol. The value obtained for the HOMO energy is -7.0 eV.

The geometry in ORCA input format:
```
! RIJCOSX wB97M-V def2-TZVPD def2/J DEFGRID3
* xyz 0 1
C -0.7314 -0.3711 1.3213
C -2.2851 -0.0915 -0.5076
C -0.5373 0.9621 2.0290
N 0.3853 -1.2661 1.6660
O -1.9541 0.5925 -1.5002
H -0.2502 0.4774 -1.6178
H -1.6249 -0.8550 1.7205
H 1.2563 -0.9103 1.2836
H 0.2455 -2.1955 1.2869
H -2.3577 -1.1900 -0.5831
H -2.8924 0.3497 0.2952
H 0.3530 1.4732 1.6529
H -1.3901 1.6188 1.8560
H -0.4061 0.8372 3.1107
C 1.1041 -1.0719 -1.6895
C 1.5659 1.2263 -0.9469
N 0.5789 0.1505 -1.0733
H -0.2081 -0.0858 -0.0445
H 1.4528 -0.8831 -2.7095
H 1.0767 2.1102 -0.5434
H 0.3113 -1.8176 -1.7187
H 1.9364 -1.4581 -1.1008
H 2.3651 0.9221 -0.2693
H 2.0059 1.4758 -1.9174
*
```